Entry 1:
4 unconnected molecules or ions with the total composition C25H62ClN3O6P2SSi. Source: the Open Molecules 2025 dataset; level of theory: wB97M-V/def2-TZVPD.

```
! RIJCOSX wB97M-V def2-TZVPD def2/J DEFGRID3
* xyz 0 1
C 0.5719 -0.3852 8.6383
C -0.1482 -1.0060 7.4648
C -1.3476 -0.2514 6.9443
C 0.2865 -2.1539 6.9287
C 0.1574 -2.6001 5.4881
C 0.3047 -1.4740 4.4607
C -0.2539 -1.8445 3.0608
C 0.8435 -1.7855 1.9962
C -1.5428 -1.0555 2.7026
C -1.4205 0.0217 1.6059
Si -0.8719 1.7484 2.0592
S 0.7954 1.7795 3.4129
C -2.2173 2.8934 2.7074
C -2.6334 2.7198 4.1689
C -3.2534 3.9936 4.7365
Cl -3.8396 1.3880 4.2814
P -0.3227 2.6684 0.0502
P 1.5937 3.6491 0.3332
O 2.7436 2.7933 0.6343
O 1.3031 4.8342 1.3672
O 1.8277 4.4660 -1.0287
H 0.0139 0.4438 9.0746
H 0.7924 -1.1113 9.4248
H 1.5303 0.0062 8.2960
H -1.0881 0.6184 6.3276
H -1.9884 -0.8892 6.3379
H -1.9061 0.1409 7.7953
H 0.8119 -2.8326 7.5991
H -0.7696 -3.1562 5.2974
H 0.9691 -3.3148 5.3299
H -0.2187 -0.5919 4.8097
H 1.3554 -1.1952 4.3599
H -0.5465 -2.8951 3.1382
H 1.5101 -2.6444 2.0815
H 1.4307 -0.8660 2.0580
H 0.4338 -1.8490 0.9870
H -2.3086 -1.7633 2.3792
H -1.9325 -0.5914 3.6099
H -2.4275 0.1979 1.2053
H -0.8200 -0.3187 0.7637
H 0.5155 2.9566 3.9940
H -1.8400 3.9187 2.5966
H -3.0950 2.8187 2.0616
H -1.7788 2.4404 4.7836
H -2.4622 4.6630 5.0789
H -3.9277 3.7752 5.5602
H -3.8185 4.5094 3.9596
H 0.1325 1.5927 -0.7348
H 0.5264 4.6695 1.9110
H 2.5749 4.0587 -1.4871
C 4.7561 -4.1421 -2.1892
C 3.3294 -3.7925 -2.6006
C 2.9914 -2.3031 -2.4559
O 2.7530 -1.8789 -1.1281
C 3.9021 -1.5586 -0.3683
N 2.3934 -4.6482 -1.8704
H 4.8674 -4.1488 -1.1045
H 5.0127 -5.1385 -2.5482
H 5.4764 -3.4341 -2.6041
H 3.2248 -4.0281 -3.6652
H 2.0566 -2.1179 -2.9913
H 3.7675 -1.6781 -2.9192
H 4.6832 -1.1018 -0.9841
H 4.3137 -2.4385 0.1338
H 3.5981 -0.8421 0.3944
H 1.4545 -4.4811 -2.2272
H 2.3665 -4.3191 -0.9084
C 1.0796 6.2731 -6.1921
C 1.0901 5.4445 -4.9120
C -0.2787 4.8555 -4.5447
O -1.1912 5.7808 -3.9879
C -1.9140 6.5611 -4.9173
N 1.6643 6.2440 -3.8284
H 0.6240 7.2502 -6.0299
H 2.1003 6.4436 -6.5330
H 0.5333 5.7667 -6.9904
H 1.7564 4.5905 -5.0769
H -0.1279 4.0988 -3.7699
H -0.7312 4.3536 -5.4113
H -2.1415 5.9907 -5.8240
H -1.3775 7.4715 -5.1970
H -2.8504 6.8497 -4.4407
H 1.7729 5.6584 -3.0063
H 0.9737 6.9376 -3.5544
C -0.9510 -4.2887 -5.5300
C -1.0962 -5.2689 -4.3706
C -2.4922 -5.8925 -4.2573
O -3.4784 -5.0375 -3.7138
C -4.0887 -4.1473 -4.6266
N -0.6804 -4.6027 -3.1330
H -1.4385 -3.3377 -5.3132
H 0.1032 -4.0800 -5.7110
H -1.3801 -4.6935 -6.4482
H -0.4001 -6.0948 -4.5471
H -2.4325 -6.7388 -3.5684
H -2.8221 -6.2841 -5.2288
H -4.1935 -4.6034 -5.6163
H -3.5323 -3.2116 -4.7244
H -5.0806 -3.9160 -4.2404
H -0.6762 -5.2832 -2.3772
H -1.4091 -3.9431 -2.8717
*
```

Properties
- E_LUMO (eV) = 0.186
- ΔE to the lowest compared entry with this formula, charge and spin (kcal/mol) = 0.00
- SMILES = CC(C)=CCC[C@H](C)CC[Si@](S)(C[C@@H](C)Cl)PP(=O)(O)O.COC[C@@H](C)N.COC[C@@H](C)N.COC[C@@H](C)N
- frontier orbital gap (eV) = 8.57
- energy (a.u.) = -3436.07875

***

Entry 2:
7 unconnected molecules or ions with the total composition C25H62FNO6Si. Source: the Open Molecules 2025 dataset; level of theory: wB97M-V/def2-TZVPD.

```
! RIJCOSX wB97M-V def2-TZVPD def2/J DEFGRID3
* xyz 0 1
C -3.6868 3.1533 4.3347
C -3.1019 2.1773 3.9487
C -2.7018 0.8435 3.4875
C -3.1748 -0.2898 4.4218
C -4.4238 -1.0531 3.9345
Si -5.9333 -0.0090 3.5654
F -5.8818 0.4040 1.9912
C -7.5917 -0.8532 3.9171
N -8.5542 -0.0031 4.6309
C -9.0954 1.0479 3.7897
H -4.1489 3.9864 4.7996
H -3.0573 0.6852 2.4699
H -1.6138 0.8215 3.4474
H -2.3501 -0.9966 4.4948
H -3.3374 0.1054 5.4230
H -4.1376 -1.5972 3.0317
H -4.6834 -1.8046 4.6831
H -5.8904 1.2378 4.3512
H -8.0481 -1.1281 2.9662
H -7.4200 -1.7546 4.5063
H -8.1351 0.3929 5.4609
H -8.3416 1.7439 3.3977
H -9.6337 0.5944 2.9605
H -9.8085 1.6373 4.3630
C 1.9769 1.5377 5.0864
C 0.8029 0.6322 5.4232
C 1.1179 -0.2950 6.5864
O 0.4070 -0.1198 4.2765
H 2.8439 0.9402 4.7904
H 1.7258 2.1951 4.2538
H 2.2612 2.1516 5.9420
H -0.0657 1.2447 5.6732
H 1.9594 -0.9467 6.3352
H 0.2612 -0.9304 6.8119
H 1.3788 0.2696 7.4825
H 1.1452 -0.6830 4.0161
C -3.0434 0.6444 -1.7783
C -3.3891 -0.6409 -1.0448
C -4.5848 -1.3424 -1.6695
O -3.6315 -0.3807 0.3371
H -3.8797 1.3474 -1.7246
H -2.1793 1.1247 -1.3166
H -2.8176 0.4522 -2.8286
H -2.5269 -1.3111 -1.0685
H -5.4686 -0.7009 -1.6169
H -4.8120 -2.2641 -1.1327
H -4.3961 -1.5832 -2.7168
H -4.4053 0.1917 0.4087
C 0.1761 -0.1279 0.6395
C 1.3746 -0.9918 0.2879
C 1.6118 -1.0322 -1.2114
O 1.2079 -2.3135 0.8106
H -0.7334 -0.5248 0.1798
H 0.0155 -0.1115 1.7181
H 0.3141 0.8985 0.2950
H 2.2638 -0.6000 0.7852
H 0.7462 -1.4715 -1.7180
H 2.4791 -1.6511 -1.4469
H 1.7841 -0.0346 -1.6119
H 0.4202 -2.6888 0.4024
C 0.5292 0.0915 -5.9848
C -0.1190 -0.5807 -4.7849
C 0.3690 -2.0098 -4.6093
O -1.5425 -0.5492 -4.9028
H 0.2793 -0.4471 -6.9035
H 0.1690 1.1149 -6.0907
H 1.6155 0.1125 -5.8861
H 0.1070 -0.0068 -3.8846
H 0.1019 -2.6129 -5.4820
H -0.0990 -2.4703 -3.7390
H 1.4517 -2.0446 -4.4806
H -1.7815 -1.0536 -5.6880
C 4.7848 2.0525 -4.1240
C 4.0708 2.4519 -2.8448
C 4.8520 3.4969 -2.0640
O 3.8354 1.2947 -2.0411
H 5.7535 1.6092 -3.8867
H 4.2094 1.2990 -4.6627
H 4.9436 2.9080 -4.7830
H 3.0795 2.8440 -3.0798
H 5.8323 3.1028 -1.7819
H 4.3247 3.7652 -1.1482
H 5.0048 4.4004 -2.6559
H 4.6929 0.9060 -1.8317
C 8.1170 -1.7645 -5.1969
C 7.9420 -1.1158 -3.8331
C 8.4842 -1.9923 -2.7152
O 6.5683 -0.7990 -3.6026
H 7.5688 -2.7097 -5.2406
H 7.7263 -1.1169 -5.9819
H 9.1676 -1.9701 -5.4050
H 8.4586 -0.1547 -3.8216
H 7.9471 -2.9443 -2.6850
H 8.3529 -1.5060 -1.7485
H 9.5446 -2.2036 -2.8575
H 6.0699 -1.6237 -3.6053
*
```

Properties
- E_LUMO (eV) = 0.578
- ΔE to the lowest compared entry with this formula, charge and spin (kcal/mol) = 0.00
- SMILES = C#CCCC[Si@@H](F)CNC.CC(C)O.CC(C)O.CC(C)O.CC(C)O.CC(C)O.CC(C)O
- frontier orbital gap (eV) = 8.86
- energy (a.u.) = -1885.25997

***

Entry 3:
A molecular structure, C25H63LiN3O4. Source: the Open Molecules 2025 dataset; level of theory: wB97M-V/def2-TZVPD.

```
! RIJCOSX wB97M-V def2-TZVPD def2/J DEFGRID3
* xyz 3 1
Li 2.7776 0.8970 0.9529
C 0.4380 -1.2067 1.2351
O 1.0259 0.0606 1.2082
H -0.4443 -1.2270 1.8977
H 0.0379 -1.5252 0.2554
H 1.1700 -1.9147 1.6454
C 3.4982 -4.0188 0.6384
C 4.0212 -4.3652 -0.7464
N 3.9389 -3.2488 -1.7839
C 4.5279 -3.7833 -3.0552
C 2.4656 -2.8999 -2.0529
C 2.3155 -1.7962 -3.0983
C 4.6644 -1.9904 -1.3121
C 6.1049 -2.2501 -0.9137
O 6.9376 -2.8354 -1.8775
C 7.4868 -1.9394 -2.8402
H 3.4651 -2.9675 0.9117
H 4.1590 -4.4825 1.3712
H 2.5201 -4.4834 0.7493
H 3.4784 -5.1785 -1.2225
H 5.0849 -4.5892 -0.7264
H 3.9021 -4.5749 -3.4694
H 5.5129 -4.2268 -2.9466
H 4.5609 -2.9462 -3.7468
H 2.0723 -2.6374 -1.0742
H 2.1189 -3.8424 -2.4689
H 1.2635 -1.5042 -3.1111
H 2.4094 -2.1897 -4.1100
H 2.9175 -0.9158 -2.9127
H 4.0281 -1.5977 -0.5205
H 4.7218 -1.2984 -2.1523
H 6.0942 -3.0120 -0.1287
H 6.5913 -1.3714 -0.4811
H 8.2651 -2.4749 -3.3835
H 8.0356 -1.1211 -2.3684
H 6.7175 -1.6443 -3.5550
C -0.8232 0.6431 -1.8421
C -2.3132 0.7446 -1.5710
N -3.2700 0.2293 -2.6088
C -3.0301 0.9568 -3.9110
C -3.0458 -1.2592 -2.7829
C -4.0263 -2.0476 -3.6539
C -4.6861 0.5404 -2.1920
C -5.0665 0.1956 -0.7857
O -4.8579 -1.1651 -0.5175
C -4.8309 -1.5390 0.8304
H -0.3784 1.4100 -2.4837
H -0.4115 -0.3152 -2.1462
H -0.3249 0.9007 -0.8971
H -2.4754 1.8011 -1.3570
H -2.5369 0.1454 -0.6897
H -3.0156 2.0291 -3.7409
H -3.8033 0.6351 -4.6001
H -2.0345 0.6451 -4.2192
H -2.8702 -1.6223 -1.7753
H -2.0791 -1.3467 -3.2879
H -4.3626 -1.4863 -4.5262
H -4.8546 -2.3386 -3.0120
H -3.5100 -2.9039 -4.0804
H -5.3390 0.0814 -2.9355
H -4.8785 1.6115 -2.2930
H -6.0994 0.5075 -0.5894
H -4.4933 0.8059 -0.0694
H -4.0281 -1.0882 1.4238
H -4.7138 -2.6260 0.8443
H -5.7720 -1.4410 1.3864
C -2.5022 5.6341 2.2009
C -2.5382 4.1613 2.5897
N -1.1827 3.4840 2.6517
C -0.5917 3.5254 1.2675
C -0.2417 4.1811 3.6399
C 1.1546 3.5721 3.7559
C -1.3799 1.9961 2.9016
C -1.9389 1.5830 4.2586
O -0.9666 1.8507 5.2233
C -1.4547 1.6708 6.5494
H -2.4955 5.8463 1.1359
H -1.6674 6.2208 2.6043
H -3.2911 6.1872 2.7155
H -3.1403 3.7406 1.7840
H -2.9692 3.9264 3.5590
H 0.3142 2.9397 1.4021
H -0.3498 4.5519 1.0043
H -1.1792 3.0597 0.4829
H -0.7996 4.1598 4.5729
H -0.2182 5.2142 3.3053
H 1.7736 4.0760 4.4944
H 1.6798 3.6768 2.8059
H 1.0292 2.5345 4.0605
H -0.3937 1.5297 2.8361
H -1.9401 1.6309 2.0433
H -2.1642 0.5093 4.1883
H -2.9179 2.0543 4.4263
H -2.2417 2.3633 6.8541
H -0.5974 1.8783 7.1933
H -1.7431 0.6403 6.7692
*
```

Properties
- E_LUMO (eV) = -7.707
- ΔE to the lowest compared entry with this formula, charge and spin (kcal/mol) = 0.00
- frontier orbital gap (eV) = 7.65
- energy (a.u.) = -1462.08473

***

One value per record, in order, for max |F|: 1.0, 0.9, 1.9 eV/A.